[1]
60
Properties=species:S:1:pos:R:3 method="wB97M-V/def2-TZVPD" orbital_gap_ev=8.283 smiles="CCC(C)(C)n1nnnc1CN(Cc1cccs1)Cc1cc2cc(OC)ccc2[nH]c1=O" de_lowest_kcal_mol=39.0 charge=0 energy_ev=-48175.9809
C -0.309 -2.375 1.515
H 0.649 -1.872 1.630
C -1.399 -1.340 1.264
H -1.118 -0.723 0.407
H -1.472 -0.684 2.135
C -2.794 -1.939 1.006
N -3.686 -0.826 0.700
C -3.709 0.085 -0.309
N -4.734 0.884 -0.097
N -5.320 0.469 1.015
N -4.717 -0.534 1.496
C -2.794 0.243 -1.469
N -1.564 0.928 -1.090
C -1.791 2.293 -0.631
C -0.596 2.785 0.114
C -0.117 2.357 1.313
C 1.077 3.005 1.700
C 1.493 3.920 0.789
S 0.432 4.006 -0.563
H 2.351 4.562 0.824
H 1.596 2.800 2.620
H -0.604 1.603 1.902
H -2.021 2.974 -1.466
H -2.656 2.282 0.038
C -0.537 0.844 -2.132
C 0.571 -0.066 -1.672
C 1.674 0.391 -1.040
C 2.691 -0.487 -0.560
C 3.820 -0.026 0.128
C 4.778 -0.917 0.571
C 4.610 -2.291 0.323
C 3.509 -2.757 -0.349
C 2.533 -1.863 -0.797
N 1.414 -2.292 -1.460
C 0.383 -1.494 -1.895
O -0.596 -2.000 -2.426
H 1.307 -3.285 -1.631
H 3.389 -3.815 -0.532
H 5.373 -2.965 0.677
O 5.907 -0.583 1.250
C 6.141 0.775 1.534
H 5.350 1.196 2.162
H 6.232 1.367 0.617
H 7.085 0.804 2.076
H 3.909 1.035 0.298
H 1.807 1.452 -0.882
H -0.961 0.445 -3.059
H -0.128 1.837 -2.338
H -3.353 0.805 -2.236
H -2.518 -0.732 -1.872
C -2.808 -2.931 -0.162
H -2.449 -3.899 0.177
H -3.826 -3.060 -0.526
H -2.180 -2.606 -0.986
C -3.342 -2.620 2.260
H -3.373 -1.924 3.094
H -2.716 -3.467 2.525
H -4.353 -2.976 2.081
H -0.503 -2.944 2.421
H -0.232 -3.065 0.680


[2]
49
Properties=species:S:1:pos:R:3 method="wB97M-V/def2-TZVPD" orbital_gap_ev=6.104 de_lowest_kcal_mol=0.0 charge=-2 energy_ev=-564044.9673
Pb -1.685 0.419 0.944
Br -2.211 -0.405 4.821
C -3.207 -1.644 3.732
Br -2.084 -3.036 3.035
H -3.636 -1.097 2.895
H -3.978 -2.092 4.344
S -1.293 4.582 -3.965
S -1.985 2.920 -4.972
S -3.775 2.403 -4.102
S -3.350 0.998 -2.681
Te -0.289 3.751 -1.951
C 1.656 3.528 -2.696
C 2.672 4.444 -2.665
C 3.866 3.969 -3.267
C 3.732 2.692 -3.734
S 2.175 2.067 -3.428
H 2.555 5.427 -2.233
H 4.779 4.542 -3.343
H 4.482 2.091 -4.224
F -1.077 3.584 1.734
C -0.382 2.433 1.504
F 0.674 2.845 0.694
F 0.246 2.160 2.705
Se -4.817 -1.386 0.129
Sb -5.444 0.918 0.517
Se -4.538 1.714 2.614
Se -7.442 1.833 -0.440
Se -3.364 2.107 -0.759
C 2.550 -4.412 2.525
C 1.933 -3.430 1.566
C 0.733 -3.703 0.928
C 0.116 -2.779 0.085
C -1.195 -3.137 -0.556
C 0.728 -1.537 -0.134
Se -0.120 -0.225 -1.267
C 1.962 -1.257 0.477
C 2.676 0.048 0.247
C 2.539 -2.205 1.315
H 2.062 -5.385 2.458
H 2.454 -4.064 3.557
H 3.614 -4.552 2.324
H 0.241 -4.655 1.105
H -1.459 -4.172 -0.334
H -1.150 -2.997 -1.638
H -2.010 -2.500 -0.203
H 2.071 0.893 0.576
H 2.863 0.210 -0.817
H 3.626 0.065 0.784
H 3.484 -1.971 1.796


[3]
9
Properties=species:S:1:pos:R:3 method="wB97M-V/def2-TZVPD" orbital_gap_ev="8.062 / 6.545" de_lowest_kcal_mol=123.8 charge=+1 energy_ev=-15487.3663
C 0.215 -0.019 0.929
C 0.648 -0.203 2.087
C -0.118 0.546 -1.595
N -0.376 -0.147 -0.325
S 0.999 -0.335 3.652
H 0.838 0.993 -1.879
H -0.780 0.502 -2.451
H -0.050 -1.087 -0.292
H -1.374 -0.249 -0.127


[4]
21
Properties=species:S:1:pos:R:3 method="wB97M-V/def2-TZVPD" orbital_gap_ev=11.344 smiles="CCOC(=O)[C@@H]1C[C@H]1C(=O)O" de_lowest_kcal_mol=31.2 charge=0 energy_ev=-15610.4788
C 0.816 -0.485 3.346
C 1.678 -0.643 2.182
C 0.804 0.042 0.082
C -0.065 -0.337 -1.066
C 0.245 0.107 -2.491
C -0.930 0.691 -1.812
C -2.232 0.247 -2.193
H 0.146 -1.349 3.393
H 0.165 0.361 3.294
H 1.358 -0.576 4.325
H 2.393 -1.469 2.230
H 2.233 0.261 1.853
H -0.542 -1.268 -0.927
H 1.177 0.834 -2.488
H -0.022 -0.526 -3.367
H -0.776 1.671 -1.340
H -2.911 1.842 -1.348
O 0.817 -0.916 0.977
O 1.411 1.108 0.101
O -3.270 1.086 -1.850
O -2.495 -0.682 -2.902


[5]
108
Properties=species:S:1:pos:R:3 method="wB97M-V/def2-TZVPD" orbital_gap_ev=6.733 charge=0 energy_ev=-232804.5910
Ca -0.226 0.477 0.486
O 3.661 0.149 5.180
C 4.484 0.607 4.263
O 5.672 0.706 4.461
C 3.899 1.023 2.960
C 4.612 1.647 1.941
Cl 6.265 2.000 1.939
N 3.765 1.860 0.900
N 2.554 1.371 1.195
C 2.600 0.870 2.412
C 1.385 0.173 2.964
O 1.303 0.056 4.202
O 0.573 -0.261 2.135
C 3.957 2.482 -0.352
C 4.999 3.370 -0.600
C 5.116 3.941 -1.857
C 4.189 3.671 -2.849
C 3.134 2.813 -2.587
C 3.024 2.208 -1.349
H 2.688 0.109 4.877
H 5.708 3.619 0.170
H 5.940 4.609 -2.056
H 4.285 4.138 -3.817
H 2.390 2.609 -3.344
H 2.219 1.523 -1.137
C -5.307 1.208 0.644
N -4.436 2.093 1.382
C -4.913 3.460 1.457
C -3.095 1.797 1.509
N -2.468 0.903 0.858
N -2.507 2.503 2.540
C -1.164 2.723 2.764
N -0.924 3.363 3.961
N -0.292 2.478 1.881
H -6.329 1.381 0.985
H -5.042 0.176 0.861
H -5.255 1.382 -0.436
H -5.682 3.562 2.229
H -5.352 3.743 0.495
H -4.093 4.144 1.664
H -3.026 0.483 0.126
H -3.143 2.864 3.235
H -1.584 3.234 4.712
H 0.037 3.357 4.266
H 0.648 2.723 2.165
Se -0.049 -3.157 1.305
Se 1.151 -2.992 3.268
C 2.843 -2.388 2.659
C 3.937 -2.443 3.526
C 5.166 -2.043 3.044
C 5.272 -1.621 1.722
C 4.124 -1.603 0.951
N 2.936 -1.981 1.406
C -1.776 -2.712 2.011
C -2.857 -3.569 1.801
C -4.097 -3.174 2.271
C -4.208 -1.964 2.946
C -3.054 -1.218 3.145
N -1.876 -1.582 2.679
H 3.812 -2.770 4.547
H 6.036 -2.055 3.686
H 6.226 -1.323 1.314
H 4.142 -1.304 -0.090
H -2.710 -4.507 1.285
H -4.965 -3.799 2.117
H -5.162 -1.612 3.308
H -3.071 -0.291 3.705
C 2.228 -0.918 -2.348
C 1.763 -2.344 -2.610
C 2.384 -3.300 -1.585
C 0.258 -2.565 -2.645
C -0.110 -3.782 -3.215
C -1.423 -4.172 -3.357
C -2.418 -3.318 -2.926
C -2.105 -2.088 -2.372
C -3.238 -1.158 -1.993
C -4.213 -1.824 -1.021
C -3.995 -0.647 -3.222
C -0.757 -1.694 -2.199
N -0.499 -0.406 -1.675
C -0.586 0.596 -2.559
C -0.811 0.435 -3.955
C -0.922 1.504 -4.810
C -0.803 2.813 -4.359
C -0.541 3.019 -3.013
C -0.441 1.941 -2.170
F -0.175 2.192 -0.823
H 3.311 -0.862 -2.448
H 1.941 -0.624 -1.339
H 1.790 -0.234 -3.070
H 2.146 -2.640 -3.599
H 2.075 -3.029 -0.578
H 3.470 -3.263 -1.639
H 2.072 -4.324 -1.769
H 0.662 -4.438 -3.593
H -1.671 -5.116 -3.822
H -3.452 -3.602 -3.067
H -2.792 -0.285 -1.508
H -4.517 -2.800 -1.386
H -5.109 -1.216 -0.907
H -3.746 -1.964 -0.050
H -4.453 -1.468 -3.770
H -3.323 -0.112 -3.889
H -4.784 0.036 -2.907
H -0.891 -0.569 -4.343
H -1.102 1.321 -5.859
H -0.892 3.650 -5.032
H -0.413 4.014 -2.613


[6]
48
Properties=species:S:1:pos:R:3 method="wB97M-V/def2-TZVPD" orbital_gap_ev=8.651 smiles="O=C(Nc1nnc(C2CCCCC2)s1)[C@H]1CC(=O)N(c2ccc(F)cc2)C1" de_lowest_kcal_mol=0.0 charge=0 energy_ev=-43653.0750
O -5.290 0.016 -0.523
C -4.105 -0.037 -0.299
N -3.330 -0.942 -0.982
C -1.961 -1.076 -1.019
N -1.141 -0.151 -1.373
N 0.132 -0.500 -1.292
C 0.338 -1.699 -0.890
C 1.672 -2.297 -0.651
H 1.778 -3.192 -1.278
C 1.776 -2.721 0.823
C 3.162 -3.277 1.125
C 4.239 -2.253 0.783
C 4.147 -1.866 -0.689
C 2.770 -1.292 -1.002
H 2.605 -0.381 -0.424
H 2.697 -1.028 -2.058
H 4.912 -1.127 -0.931
H 4.327 -2.749 -1.308
H 5.227 -2.665 1.000
H 4.101 -1.364 1.401
H 3.221 -3.545 2.182
H 3.327 -4.185 0.540
H 1.572 -1.856 1.456
H 1.017 -3.477 1.039
S -1.151 -2.578 -0.561
H -3.867 -1.575 -1.565
C -3.458 0.796 0.799
C -2.698 -0.070 1.805
C -1.229 0.265 1.614
O -0.320 -0.382 2.086
N -1.137 1.392 0.858
C 0.051 2.033 0.474
C 0.020 3.075 -0.453
C 1.185 3.708 -0.844
C 2.389 3.303 -0.302
C 2.447 2.287 0.633
C 1.280 1.659 1.020
H 1.323 0.869 1.749
H 3.397 1.996 1.051
F 3.528 3.919 -0.685
H 1.162 4.509 -1.566
H -0.907 3.407 -0.888
C -2.415 1.820 0.313
H -2.366 1.837 -0.779
H -2.655 2.824 0.679
H -2.863 -1.140 1.680
H -2.964 0.178 2.834
H -4.294 1.312 1.276


[7]
41
Properties=species:S:1:pos:R:3 method="wB97M-V/def2-TZVPD" orbital_gap_ev=7.377 de_lowest_kcal_mol=99.4 charge=+1 energy_ev=-24958.1216
Rb 1.206 2.248 -0.831
C -0.390 -2.435 3.304
O -0.975 -2.875 2.034
C -0.113 -2.717 0.951
C -0.694 -2.927 -0.480
N -1.545 -1.756 -0.791
C -2.001 -1.587 -2.195
C -2.993 -0.456 -2.339
O -2.343 0.802 -2.078
C -3.258 1.870 -2.206
H 0.459 -3.065 3.568
H -1.078 -2.654 4.121
H -0.107 -1.383 3.348
H 0.768 -3.358 0.984
H 0.290 -1.706 1.010
H -1.242 -3.867 -0.558
H 0.189 -2.831 -1.111
H -2.390 -1.866 -0.248
H -2.464 -2.487 -2.602
H -1.165 -1.461 -2.883
H -3.942 -0.611 -1.825
H -3.136 -0.581 -3.412
H -3.190 2.183 -3.248
H -2.825 2.699 -1.646
H -4.267 1.647 -1.861
C 4.920 -2.084 -4.656
O 4.836 -2.393 -5.828
N 4.886 -2.968 -3.710
N 5.051 -0.854 -4.080
H 4.903 -2.527 -2.802
H 5.294 -3.881 -3.851
H 5.384 -0.120 -4.688
H 5.105 -0.730 -3.079
C -0.188 5.216 5.157
O 0.438 4.475 4.483
N -0.539 5.008 6.359
N -0.486 6.412 4.793
H -0.317 4.126 6.797
H -0.902 5.768 6.917
H 0.085 6.773 4.043
H -1.265 6.954 5.137


Please write out number 7 again, unchanged.
41
Properties=species:S:1:pos:R:3 method="wB97M-V/def2-TZVPD" orbital_gap_ev=7.377 de_lowest_kcal_mol=99.4 charge=+1 energy_ev=-24958.1216
Rb 1.206 2.248 -0.831
C -0.390 -2.435 3.304
O -0.975 -2.875 2.034
C -0.113 -2.717 0.951
C -0.694 -2.927 -0.480
N -1.545 -1.756 -0.791
C -2.001 -1.587 -2.195
C -2.993 -0.456 -2.339
O -2.343 0.802 -2.078
C -3.258 1.870 -2.206
H 0.459 -3.065 3.568
H -1.078 -2.654 4.121
H -0.107 -1.383 3.348
H 0.768 -3.358 0.984
H 0.290 -1.706 1.010
H -1.242 -3.867 -0.558
H 0.189 -2.831 -1.111
H -2.390 -1.866 -0.248
H -2.464 -2.487 -2.602
H -1.165 -1.461 -2.883
H -3.942 -0.611 -1.825
H -3.136 -0.581 -3.412
H -3.190 2.183 -3.248
H -2.825 2.699 -1.646
H -4.267 1.647 -1.861
C 4.920 -2.084 -4.656
O 4.836 -2.393 -5.828
N 4.886 -2.968 -3.710
N 5.051 -0.854 -4.080
H 4.903 -2.527 -2.802
H 5.294 -3.881 -3.851
H 5.384 -0.120 -4.688
H 5.105 -0.730 -3.079
C -0.188 5.216 5.157
O 0.438 4.475 4.483
N -0.539 5.008 6.359
N -0.486 6.412 4.793
H -0.317 4.126 6.797
H -0.902 5.768 6.917
H 0.085 6.773 4.043
H -1.265 6.954 5.137


Repeat the third record exactly.
9
Properties=species:S:1:pos:R:3 method="wB97M-V/def2-TZVPD" orbital_gap_ev="8.062 / 6.545" de_lowest_kcal_mol=123.8 charge=+1 energy_ev=-15487.3663
C 0.215 -0.019 0.929
C 0.648 -0.203 2.087
C -0.118 0.546 -1.595
N -0.376 -0.147 -0.325
S 0.999 -0.335 3.652
H 0.838 0.993 -1.879
H -0.780 0.502 -2.451
H -0.050 -1.087 -0.292
H -1.374 -0.249 -0.127